Record 1
DFT (ωB97M-V/def2-TZVPD) results for C3H9N3 as an isolated structure at a distorted geometry.

As for the gap between HOMO and LUMO: 9.45 eV. The value obtained for the lowest unoccupied orbital energy is 0.4 eV. Its net charge is 0. The HOMO energy is -0.3315 Ha. Its energy relative to the best compared isomer or geometry (same formula, charge and spin) is 81.2 kcal per mole.

Last column: natural (NBO) charge in e.
Geometry (Å):
C1 0.315 -1.036 -0.086  -0.36
C2 0.028 -0.802 1.372  -0.28
C3 -0.450 0.521 -0.816  0.32
N1 0.421 1.154 -1.669  -0.84
N2 0.196 0.541 1.809  -0.75
N3 -1.671 0.406 -1.173  -0.69
H1 1.364 1.350 -1.382  0.39
H2 0.008 1.614 -2.466  0.40
H3 -2.218 -0.144 -0.517  0.34
H4 1.183 0.788 1.718  0.33
H5 -0.208 1.026 0.646  0.31
H6 1.360 -0.890 -0.353  0.19
H7 -0.136 -1.935 -0.503  0.22
H8 -0.992 -1.119 1.606  0.19
H9 0.800 -1.473 1.814  0.22

---

Record 2
DFT (ωB97M-V/def2-TZVPD) results for one molecule with the formula C3H9N3 at a distorted geometry.

As for the gap between HOMO and LUMO: 9.52 eV. The value obtained for the lowest unoccupied orbital energy is 1.1 eV. Its net charge is 0. Its structure (SMILES) is CN/N=C/CN. The HOMO energy is -0.3092 Ha. Its energy relative to the best compared isomer or geometry (same formula, charge and spin) is 44.2 kcal per mole.

Last column: natural (NBO) charge in e.
Geometry (Å):
C1 -0.787 2.586 0.976  -0.41
N1 0.087 1.676 0.309  -0.45
N2 -0.286 0.372 0.389  -0.23
C2 0.158 -0.429 -0.489  0.01
C3 -0.132 -1.921 -0.417  -0.27
N3 1.038 -2.826 -0.434  -0.83
H1 -0.889 2.265 2.039  0.21
H2 -1.813 2.597 0.553  0.17
H3 -0.400 3.607 0.900  0.20
H4 0.378 1.943 -0.654  0.34
H5 0.848 -0.120 -1.298  0.14
H6 -0.818 -2.276 -1.191  0.20
H7 -0.667 -2.113 0.498  0.21
H8 1.812 -2.475 0.210  0.36
H9 1.471 -2.885 -1.392  0.35

---

Record 3
DFT (ωB97M-V/def2-TZVPD) results for one molecule with the formula C3H9N3 at a distorted geometry.

As for the gap between HOMO and LUMO: 9.04 eV. The value obtained for the lowest unoccupied orbital energy is 0.8 eV. Its net charge is 0. Its structure (SMILES) is [H]/N=C(/N)NCC. The HOMO energy is -0.3045 Ha. Its energy relative to the best compared isomer or geometry (same formula, charge and spin) is 38.7 kcal per mole.

Last column: natural (NBO) charge in e.
Geometry (Å):
H1 0.405 1.590 -2.500  0.35
N1 0.514 2.135 -1.648  -0.84
C1 0.562 1.284 -0.659  0.61
N2 1.713 1.299 0.111  -0.80
N3 -0.428 0.334 -0.561  -0.63
C2 -0.560 -1.032 -0.102  -0.22
C3 -1.038 -1.230 1.337  -0.64
H2 1.812 0.538 0.787  0.36
H3 2.578 1.167 -0.399  0.39
H4 -1.338 0.691 -0.804  0.40
H5 0.467 -1.470 -0.090  0.19
H6 -1.214 -1.606 -0.743  0.21
H7 -0.241 -1.426 2.054  0.21
H8 -1.803 -1.998 1.468  0.22
H9 -1.427 -0.277 1.749  0.22

---

Record 4
DFT (ωB97M-V/def2-TZVPD) results for one molecule with the formula C3H9N3 at a distorted geometry.

As for the gap between HOMO and LUMO: 8.62 eV. The value obtained for the lowest unoccupied orbital energy is 1.0 eV. Its net charge is 0. Its structure (SMILES) is CN/C=N/NC. The HOMO energy is -0.2784 Ha. Its energy relative to the best compared isomer or geometry (same formula, charge and spin) is 118.7 kcal per mole.

Last column: natural (NBO) charge in e.
Geometry (Å):
C1 2.258 -0.825 -1.806  -0.45
N1 1.363 0.218 -0.988  -0.64
C2 0.291 -0.401 -0.342  0.19
N2 -0.660 0.339 0.096  -0.34
N3 -1.763 -0.050 0.747  -0.42
C3 -1.729 0.899 2.161  -0.44
H1 3.189 -0.332 -1.927  0.21
H2 1.820 -1.342 -2.805  0.20
H3 2.799 -1.741 -1.102  0.20
H4 1.207 1.198 -1.372  0.41
H5 0.360 -1.517 -0.290  0.15
H6 -1.646 -1.158 0.928  0.30
H7 -2.547 0.355 2.700  0.20
H8 -0.561 0.914 2.752  0.20
H9 -2.120 2.030 2.053  0.22

---

Record 5
DFT (ωB97M-V/def2-TZVPD) results for an isolated ion of composition C3H9N3 and charge +2 at a distorted geometry.

As for the gap between HOMO and LUMO: 11.42 eV. The value obtained for the lowest unoccupied orbital energy is -9.1 eV. Its net charge is +2. Its structure (SMILES) is [NH2+]=C1C[NH2+]CN1. The HOMO energy is -0.7535 Ha. Its energy relative to the best compared isomer or geometry (same formula, charge and spin) is 17.8 kcal per mole.

Last column: natural (NBO) charge in e.
Geometry (Å):
N1 -2.191 -0.020 0.146  -0.65
C1 -0.875 0.049 0.014  0.56
C2 0.054 -1.176 -0.094  -0.29
N2 1.338 -0.538 0.237  -0.49
C3 1.185 0.909 -0.039  -0.07
N3 -0.204 1.224 0.149  -0.51
H1 -2.810 -0.754 -0.174  0.47
H2 -2.689 0.831 -0.051  0.44
H3 -0.033 -1.964 0.599  0.29
H4 -0.155 -1.593 -1.009  0.29
H5 1.364 -0.767 1.220  0.46
H6 2.274 -0.734 -0.119  0.49
H7 1.368 0.997 -1.198  0.24
H8 2.016 1.446 0.446  0.29
H9 -0.642 2.091 -0.128  0.48

---

Record 6
DFT (ωB97M-V/def2-TZVPD) results for an isolated ion of composition C3H9N3O and charge -1.

As for the multiplicity: 2. As for the gap between HOMO and LUMO (alpha / beta): 2.91 / 9.61 eV. The value obtained for the lowest unoccupied orbital energy (alpha / beta) is 4.0 / 3.9 eV. Its net charge is -1. The HOMO energy (alpha / beta) is 0.0397 / -0.2111 Ha. Its energy relative to the best compared isomer or geometry (same formula, charge and spin) is 0.0 kcal per mole.

Last column: Mulliken spin population.
Geometry (Å):
C1 1.111 0.474 0.659  0.76
N1 0.001 1.140 -0.007  -0.40
C2 -0.632 0.603 -1.086  0.61
N2 -0.667 -0.755 -1.097  -0.15
O1 -1.178 1.291 -1.945  -0.07
C3 0.691 -0.421 1.813  2.30
N3 0.474 -1.809 1.331  0.64
H1 1.630 -0.129 -0.080  0.14
H2 1.810 1.253 0.969  -0.76
H3 0.067 2.147 -0.046  -0.09
H4 -0.397 -1.339 -0.295  -0.12
H5 -1.230 -1.142 -1.837  0.00
H6 -0.268 -0.070 2.189  -0.43
H7 1.472 -0.413 2.571  -0.55
H8 1.404 -2.238 1.265  -0.42
H9 0.059 -2.305 2.125  -0.45

---

Record 7
DFT (ωB97M-V/def2-TZVPD) results for one molecule with the formula C3H9N3O.

As for the gap between HOMO and LUMO (alpha / beta): 6.96 / 6.55 eV. The value obtained for the lowest unoccupied orbital energy (alpha / beta) is -0.8 / -1.0 eV. Its net charge is 0. The HOMO energy (alpha / beta) is -0.2859 / -0.2772 Ha. Its energy relative to the best compared isomer or geometry (same formula, charge and spin) is 111.4 kcal per mole.

Last column: natural (NBO) charge in e.
Geometry (Å):
C1 -1.704 -0.617 -0.541  -0.65
C2 -0.588 -0.648 0.521  0.11
O1 0.220 -1.731 0.404  -0.84
H1 -1.086 -0.567 1.512  0.12
H2 -2.403 0.214 -0.405  0.19
H3 -2.265 -1.548 -0.452  0.23
H4 -1.273 -0.579 -1.545  0.20
N1 2.378 -0.432 -0.165  -0.37
N2 -0.084 1.870 -0.146  -0.84
C3 0.375 0.590 0.336  0.01
N3 1.332 0.051 -0.660  0.10
H5 2.381 -0.734 0.817  0.40
H6 3.013 -0.897 -0.807  0.40
H7 -0.314 2.497 0.612  0.37
H8 -0.878 1.785 -0.767  0.37
H9 0.898 0.746 1.285  0.17

---

Record 8
DFT (ωB97M-V/def2-TZVPD) results for one molecule with the formula C3H9N3O at a distorted geometry.

As for the gap between HOMO and LUMO (alpha / beta): 7.40 / 7.79 eV. The value obtained for the lowest unoccupied orbital energy (alpha / beta) is -0.9 / -0.4 eV. Its net charge is 0. The HOMO energy (alpha / beta) is -0.3042 / -0.2994 Ha. Its energy relative to the best compared isomer or geometry (same formula, charge and spin) is 133.1 kcal per mole.

Last column: natural (NBO) charge in e.
Geometry (Å):
C1 1.483 1.195 0.605  -0.50
C2 -0.350 -2.118 0.095  -0.65
N1 0.797 -0.039 0.770  -0.19
N2 -1.087 0.254 -0.007  -0.30
C3 0.178 -0.744 -0.285  0.52
N3 -1.092 1.529 -0.582  -0.61
O1 0.916 -0.642 -1.353  -0.80
H1 -1.715 -0.008 0.746  0.40
H2 -2.046 1.839 -0.743  0.38
H3 -0.601 1.454 -1.472  0.40
H4 2.106 1.387 1.480  0.21
H5 0.755 2.030 0.530  0.24
H6 2.060 1.248 -0.321  0.24
H7 -0.801 -2.154 1.091  0.20
H8 0.492 -2.810 0.086  0.24
H9 -1.095 -2.419 -0.641  0.22

---

Record 9
DFT (ωB97M-V/def2-TZVPD) results for a 2-piece molecular cluster, C3H9N3O overall at a distorted geometry.

As for the gap between HOMO and LUMO (alpha / beta): 6.41 / 9.70 eV. The value obtained for the lowest unoccupied orbital energy (alpha / beta) is 0.1 / 0.7 eV. Its net charge is 0. The HOMO energy (alpha / beta) is -0.2333 / -0.3314 Ha. Its energy relative to the best compared isomer or geometry (same formula, charge and spin) is 168.2 kcal per mole.

Last column: natural (NBO) charge in e.
Geometry (Å):
C1 -0.424 -0.447 -0.087  0.44
C2 -0.491 0.128 2.165  -0.41
C3 1.646 -0.402 1.146  -0.39
N1 -1.501 -0.582 -0.645  -0.76
N2 0.210 -0.190 1.002  -0.47
N3 0.134 1.014 -3.066  -0.24
O1 -1.045 0.247 -3.261  -0.56
H1 -0.040 1.166 2.615  0.19
H2 -1.519 0.126 1.810  0.23
H3 -0.435 -0.641 2.921  0.19
H4 2.260 0.622 1.243  0.19
H5 1.799 -1.020 2.098  0.20
H6 2.054 -0.835 0.286  0.22
H7 -1.610 -0.538 -1.736  0.39
H8 -1.771 0.764 -2.764  0.48
H9 0.733 0.587 -3.728  0.28

---

Record 10
DFT (ωB97M-V/def2-TZVPD) results for a 2-piece molecular cluster, C3H9N3O2 overall.

As for the gap between HOMO and LUMO: 10.01 eV. The value obtained for the lowest unoccupied orbital energy is 0.6 eV. Its net charge is 0. Its structure (SMILES) is CC(N)=O.NC(N)=O. The HOMO energy is -0.3475 Ha. Its energy relative to the best compared isomer or geometry (same formula, charge and spin) is 0.0 kcal per mole.

Last column: natural (NBO) charge in e.
Geometry (Å):
C1 1.475 -2.058 -1.948  -0.71
C2 1.181 -1.204 -0.741  0.69
N1 2.144 -1.171 0.213  -0.81
O1 0.141 -0.578 -0.629  -0.65
H1 2.495 -2.435 -1.959  0.21
H2 1.287 -1.471 -2.844  0.25
H3 0.779 -2.897 -1.965  0.25
H4 1.948 -0.677 1.068  0.40
H5 2.964 -1.744 0.159  0.40
N2 -0.650 1.902 0.864  -0.86
C3 -1.863 2.092 1.476  0.77
N3 -2.892 1.342 0.926  -0.85
O2 -2.041 2.842 2.415  -0.66
H6 0.125 2.264 1.393  0.39
H7 -0.484 1.010 0.409  0.42
H8 -2.812 1.110 -0.051  0.38
H9 -3.798 1.673 1.214  0.39

---

Record 11
DFT (ωB97M-V/def2-TZVPD) results for a 3-piece molecular cluster, C3H9N3O6 overall at a distorted geometry.

As for the gap between HOMO and LUMO: 10.18 eV. The value obtained for the lowest unoccupied orbital energy is -0.5 eV. Its net charge is 0. Its structure (SMILES) is C[N+](=O)[O-].C[N+](=O)[O-].C[N+](=O)[O-]. The HOMO energy is -0.3906 Ha. Its energy relative to the best compared isomer or geometry (same formula, charge and spin) is 44.4 kcal per mole.

Last column: natural (NBO) charge in e.
Geometry (Å):
C1 -1.210 -0.532 -1.100  -0.50
N1 -1.396 -1.323 0.130  0.49
O1 -1.248 -2.607 0.054  -0.36
O2 -1.746 -0.653 1.123  -0.38
H1 -0.494 0.252 -0.851  0.27
H2 -2.194 -0.155 -1.378  0.23
H3 -0.901 -1.206 -1.899  0.23
C2 0.033 2.055 -1.740  -0.50
N2 0.914 2.240 -0.579  0.52
O3 2.084 1.935 -0.633  -0.34
O4 0.381 2.780 0.425  -0.39
H4 0.158 1.115 -2.278  0.23
H5 0.161 2.920 -2.390  0.25
H6 -1.010 2.043 -1.422  0.24
C3 0.922 -1.280 2.447  -0.49
N3 0.926 -1.203 0.974  0.54
O5 1.073 -2.218 0.336  -0.34
O6 0.650 -0.101 0.536  -0.42
H7 0.046 -0.764 2.841  0.26
H8 1.915 -0.949 2.752  0.24
H9 0.936 -2.350 2.653  0.23

---

Record 12
DFT (ωB97M-V/def2-TZVPD) results for one molecule with the formula C3H9N3OS at a distorted geometry.

As for the gap between HOMO and LUMO: 9.63 eV. The value obtained for the lowest unoccupied orbital energy is 0.6 eV. Its net charge is 0. The HOMO energy is -0.3330 Ha. Its energy relative to the best compared isomer or geometry (same formula, charge and spin) is 88.6 kcal per mole.

Last column: natural (NBO) charge in e.
Geometry (Å):
C1 -0.426 0.656 0.569  -0.45
C2 -1.307 -0.061 -0.520  -0.28
C3 0.945 1.001 0.141  -0.58
N1 1.759 -1.381 0.878  -1.12
N2 -2.709 -0.002 -0.059  -0.12
N3 -3.339 -1.029 -0.336  -0.35
O1 3.359 0.102 -0.360  -0.91
S1 1.797 -0.533 -0.401  1.29
H1 -1.161 1.354 1.051  0.24
H2 -0.245 -0.162 1.194  0.24
H3 -1.312 0.519 -1.431  0.20
H4 -0.983 -1.058 -0.631  0.20
H5 0.978 1.684 -0.650  0.21
H6 1.571 1.484 0.927  0.25
H7 1.973 -2.331 0.682  0.37
H8 -4.390 -1.090 -0.093  0.32
H9 3.491 0.847 -0.961  0.48

---

Electronic energy for every record listed, in sequence, given in eV: -7724.0522 -7725.6569 -7725.8973 -7722.4264 -7708.5157 -9774.4956 -9770.7091 -9769.7673 -9768.2451 -11824.0593 -20001.8863 -20606.2806.